No. 1
This record from the OMol25 dataset describes a molecular structure, C36H30AlIN6OP. The level of theory is ωB97M-V/def2-TZVPD.

ORCA input file:
```
! wB97M-V def2-TZVPD RIJCOSX def2/J DEFGRID3
* xyz 3 1
Al -0.96240 0.55607 0.44886
C 1.18564 -11.04760 -6.01155
O 1.11608 -10.77891 -4.60864
C 0.85615 -9.54339 -4.19696
C 0.64716 -8.45075 -5.04811
C 0.38613 -7.20958 -4.50546
C 0.32563 -7.02110 -3.12317
C 0.53268 -8.12642 -2.28052
C 0.79427 -9.36343 -2.80562
C 0.05286 -5.73589 -2.52947
N -0.06341 -5.49864 -1.22582
C -0.31696 -4.18092 -1.11796
C -0.35943 -3.56061 -2.36534
N -0.12089 -4.57641 -3.25241
C -0.59733 -2.17622 -2.52488
C -0.65874 -1.45105 -3.73544
C -0.89164 -0.09758 -3.72496
C -1.05636 0.56629 -2.50973
N -1.01031 -0.08856 -1.35156
C -0.79374 -1.43818 -1.33991
C -0.77326 -2.06569 -0.05442
N -0.99243 -1.26009 1.03181
C -0.98097 -1.79659 2.25411
C -0.76784 -3.15689 2.45738
C -0.54352 -3.97858 1.37542
C -0.53841 -3.43565 0.07869
H 1.40219 -12.10649 -6.09609
H 1.98725 -10.47153 -6.47538
H 0.23185 -10.82936 -6.49341
H 0.68456 -8.56827 -6.12024
H 0.22248 -6.38852 -5.19495
H 0.48258 -7.99130 -1.20917
H 0.95583 -10.22363 -2.17090
H -0.07813 -4.51820 -4.25596
H -0.52550 -1.96026 -4.68164
H -0.94893 0.46564 -4.64542
H -1.23250 1.63442 -2.47194
H -1.14638 -1.12466 3.08681
H -0.78236 -3.54846 3.46444
H -0.37119 -5.04108 1.49804
C 1.76898 2.91639 0.20217
P 1.17997 1.40239 0.99370
C 2.09678 -0.00800 0.33677
C 2.34228 -1.11266 1.15612
C 2.93173 -2.24766 0.62117
C 3.27431 -2.28678 -0.72513
C 3.03799 -1.18618 -1.53964
C 2.44507 -0.04753 -1.01506
C 1.40054 1.50631 2.76258
C 0.29612 1.58339 3.61150
C 0.48200 1.70075 4.98049
C 1.76985 1.74420 5.49720
C 2.87342 1.67058 4.65359
C 2.69561 1.55183 3.28573
H 2.83706 3.01516 0.40211
H 1.25071 3.77599 0.62632
H 1.60954 2.89332 -0.87516
H 2.09991 -1.07725 2.21182
H 3.14590 -3.09452 1.25992
H 3.74800 -3.16924 -1.13475
H 3.33829 -1.20470 -2.57905
H 2.28620 0.80997 -1.65893
H -0.71528 1.57606 3.21287
H -0.37119 1.76904 5.64181
H 1.91676 1.84152 6.56450
H 3.87327 1.70886 5.06393
H 3.56008 1.48806 2.63473
I -4.53290 5.08086 2.11849
C -3.86163 3.23232 1.51485
C -4.62585 2.11221 1.20706
N -3.79779 1.12440 0.86451
N -2.50538 1.53010 0.92743
C -2.55283 2.82239 1.32799
H -5.69541 1.96801 1.21957
H -4.04501 0.18324 0.59673
H -1.64464 3.38987 1.46445
*
```

F_max: 0.0026 Eh/bohr
HOMO-LUMO gap: 4.628 eV
M: 747.54 g mol⁻¹
Highest occupied orbital energy: -13.86 eV

***

No. 2
This record from the OMol25 dataset describes 2 unconnected molecules or ions with the total composition C4H12NOS. The level of theory is ωB97M-V/def2-TZVPD.

ORCA input file:
```
! wB97M-V def2-TZVPD RIJCOSX def2/J DEFGRID3
* xyz -1 1
C 0.86977 1.15090 0.00527
N 0.19307 -0.06992 0.44172
C 0.55014 -1.24587 -0.40390
C -0.51228 -2.32977 -0.35521
S 0.14880 -3.97958 -0.82263
C 0.63435 2.29767 0.99388
H 0.48330 1.43535 -0.97358
H 1.95759 1.01652 -0.10532
H 0.55197 -0.26908 1.36812
H 0.62972 -0.86966 -1.42177
H 1.51167 -1.66972 -0.11883
H -0.93175 -2.37859 0.64731
H -1.32031 -2.08255 -1.05512
H -0.39970 2.29265 1.31901
H 0.82399 3.24557 0.47888
H 1.32245 2.21155 1.83377
H -1.48944 0.53613 -0.23913
H -2.71259 -0.07912 -0.88244
O -2.31076 0.78750 -0.71003
*
```

F_max: 0.0149 Eh/bohr
HOMO-LUMO gap: 5.889 eV
M: 122.21 g mol⁻¹
Highest occupied orbital energy: -2.44 eV

***

No. 3
This record from the OMol25 dataset describes a single C4H7NO molecule at a distorted geometry. The level of theory is ωB97M-V/def2-TZVPD.

ORCA input file:
```
! wB97M-V def2-TZVPD RIJCOSX def2/J DEFGRID3
* xyz 0 1
O 2.51076 -0.40944 -0.57478
N 1.78613 0.22291 0.45511
C 0.51533 0.33791 0.00440
C -0.50881 -0.86296 -0.27136
C -1.65513 0.08369 0.10492
C -0.61098 1.06970 0.55376
H 3.41747 -0.34334 -0.25282
H -0.45828 -1.28520 -1.27569
H -0.33552 -1.63841 0.47409
H -2.33638 0.41122 -0.68970
H -2.26669 -0.31368 0.92616
H 0.52473 0.85309 -0.99092
H -0.64721 1.80590 1.35328
*
```

F_max: 0.0680 Eh/bohr
HOMO-LUMO gap (spin up / spin down): 9.309 / 7.598 eV
M: 85.11 g mol⁻¹
Highest occupied orbital energy (spin up / spin down): -8.67 / -7.54 eV

***

No. 4
This record from the OMol25 dataset describes a gas-phase ion, C2H7N2S2 (charge +1) at a distorted geometry. The level of theory is ωB97M-V/def2-TZVPD.

ORCA input file:
```
! wB97M-V def2-TZVPD RIJCOSX def2/J DEFGRID3
* xyz 1 1
C 0.01881 -0.34210 -1.16103
C 0.78753 0.52124 -0.23792
N -1.34466 0.00255 -1.02388
N 0.83027 0.00566 1.16985
S 1.03487 -0.16342 -2.73837
S 2.35181 0.44846 -1.23478
H -0.00531 -1.35400 -1.00657
H 0.32862 1.56613 -0.33019
H -1.65624 0.81709 -1.56997
H -1.89435 -0.87141 -1.00577
H 1.19780 0.79415 1.84309
H 1.47386 -0.91096 1.23539
H -0.11361 -0.19895 1.50042
*
```

F_max: 0.0586 Eh/bohr
SMILES: N[C@H]1SS[C@@H]1[NH3+]
HOMO-LUMO gap: 8.254 eV
M: 123.23 g mol⁻¹
Highest occupied orbital energy: -12.34 eV

***

No. 5
This record from the OMol25 dataset describes a molecular structure, C27H32Cl2N2O4Tm at a distorted geometry. The level of theory is ωB97M-V/def2-TZVPD.

ORCA input file:
```
! wB97M-V def2-TZVPD RIJCOSX def2/J DEFGRID3
* xyz -1 3
Tm 0.37717 -0.22226 0.12264
Cl 0.79126 0.29393 -2.27469
N -1.01164 -1.93355 -0.96529
N 1.44954 1.91110 0.42487
C -0.69433 -3.17481 -0.64916
C 2.68436 1.79657 0.86007
C -2.09355 -2.01223 -1.98811
C -2.63026 -3.42573 -1.76126
C -1.49558 -1.90243 -3.37596
C -3.13384 -0.92591 -1.76599
H -0.80967 -2.74059 -3.57060
H -0.93080 -0.96726 -3.46477
H -2.30620 -1.92971 -4.11597
H -3.52587 -0.98308 -0.74654
H -3.95503 -1.08259 -2.47333
H -2.70040 0.06724 -1.93259
C 1.19596 3.35173 0.12167
C 2.50176 4.02390 0.55341
C 0.00723 3.84577 0.93533
C 0.93766 3.55422 -1.35797
H 1.78821 3.19130 -1.94324
H 0.80045 4.62545 -1.54748
H 0.04189 3.00918 -1.67516
H 0.19550 3.68820 2.00259
H -0.90573 3.31652 0.63940
H -0.12405 4.91747 0.75190
O 3.39254 2.90725 0.94792
H 2.39131 4.66996 1.43756
H 3.01910 4.57123 -0.24714
O -1.52028 -4.12116 -1.06116
H -2.84306 -4.00371 -2.67147
H -3.50284 -3.44028 -1.08625
C 0.57437 -3.51197 0.07923
C 3.29501 0.46702 1.22124
C 3.08469 -0.58771 0.15063
H 2.79497 0.13625 2.15311
H 4.35902 0.60593 1.40121
C 2.12446 -1.53280 0.23157
C 1.69921 -2.63951 -0.41219
H -1.24245 -0.14414 2.38211
C 2.55094 -2.87539 -1.52240
C 3.60297 -1.98675 -1.74606
C 2.22860 -4.03672 -2.36951
C 3.90754 -0.86376 -0.95436
H 4.25426 -2.18072 -2.61162
C 5.02586 0.07261 -1.19833
H 5.66281 -0.33064 -1.99490
H 5.62313 0.22419 -0.28177
H 4.63836 1.06455 -1.50307
H 1.99569 -4.93838 -1.76794
H 3.08545 -4.24669 -3.02547
H 1.33704 -3.83249 -3.00354
H 0.79726 -4.56824 -0.06361
H 0.38954 -3.29810 1.15051
Cl -6.18262 1.94978 5.54073
C -4.92917 1.66071 4.40712
C -3.59633 1.87786 4.79659
C -2.58261 1.62525 3.89443
C -2.88508 1.17077 2.59702
C -4.21513 0.97053 2.18938
C -5.23233 1.19634 3.12256
C -1.71952 0.81104 1.82071
O -0.66788 0.66743 2.60049
O -1.60914 0.59832 0.56730
H -3.36567 2.22121 5.79758
H -1.53879 1.75257 4.19224
H -4.38919 0.62673 1.18021
H -6.26607 0.99922 2.85558
*
```

F_max: 0.1503 Eh/bohr
<S²>: 2.177
HOMO-LUMO gap (spin up / spin down): 4.958 / 3.552 eV
M: 688.40 g mol⁻¹
Highest occupied orbital energy (spin up / spin down): -2.37 / -0.90 eV

***

No. 6
This record from the OMol25 dataset describes 6 unconnected molecules or ions with the total composition C33H32BF41N3O9S at a distorted geometry. The level of theory is ωB97M-V/def2-TZVPD.

ORCA input file:
```
! wB97M-V def2-TZVPD RIJCOSX def2/J DEFGRID3
* xyz 1 1
C -1.12461 -4.82830 0.73985
B -1.68136 -3.62729 -0.08737
O -0.92045 -2.54490 -0.32898
C -3.16939 -3.63728 -0.71935
N -3.24869 -3.64532 -2.04176
N -4.38952 -3.68139 -2.72907
C -5.47895 -3.69430 -2.02774
C -5.57836 -3.65565 -0.60213
N -6.78217 -3.64696 0.04142
C -7.94634 -3.22895 -0.76427
C -7.11724 -4.82990 0.86054
C -6.44911 -6.14498 0.60134
O -7.93153 -4.70292 1.68757
C -4.32815 -3.62905 0.05978
S -4.23165 -3.59627 1.82835
O -3.95097 -4.92130 2.23440
O -5.37753 -2.93837 2.32689
F -3.01643 -2.69934 2.09555
H -1.84869 -5.62911 0.83618
H -0.76950 -4.50062 1.71083
H -0.28234 -5.26356 0.19870
H -0.00244 -2.80949 -0.46662
H -2.40569 -3.61926 -2.60024
H -6.39010 -3.73541 -2.59651
H -8.20045 -3.97337 -1.51593
H -7.76979 -2.27001 -1.23166
H -8.80436 -3.14738 -0.11269
H -7.11297 -6.72641 -0.03042
H -6.36083 -6.63599 1.55983
H -5.46313 -6.07984 0.16065
C 1.44884 1.31453 -0.02352
C 1.47977 0.04417 0.84298
C 0.37648 -0.13225 1.88944
F 0.43465 0.82793 2.82365
F 0.55150 -1.33139 2.50352
F 2.68911 -0.08584 1.41538
F 1.32551 -1.01660 -0.01591
O 2.32046 2.36048 0.34866
C 1.94314 3.32686 1.24276
C 2.85860 3.33806 2.46840
F 2.79471 2.16217 3.11850
F 2.44186 4.31514 3.30416
F 0.65083 3.22215 1.58910
F 2.09648 4.52515 0.63141
H 1.81988 0.99667 -0.99739
H 0.43084 1.66802 -0.18823
H -0.60989 -0.12599 1.41630
H 3.89274 3.52468 2.17138
C 2.49745 7.65738 2.44513
C 2.26436 8.27587 1.05685
C 3.33454 8.04941 -0.01318
F 4.50734 8.60751 0.34131
F 2.92744 8.63028 -1.16541
F 2.01369 9.59484 1.18085
F 1.13127 7.69218 0.56798
O 2.98357 8.50886 3.46475
C 4.32320 8.70421 3.66471
C 4.70197 10.17732 3.49320
F 4.42790 10.58572 2.23995
F 6.02864 10.31438 3.70669
F 5.07605 7.90490 2.88666
F 4.59213 8.37446 4.94710
H 1.50599 7.37362 2.79352
H 3.06646 6.73044 2.38473
H 3.47932 6.98019 -0.19368
H 4.14942 10.79532 4.20318
C -7.13233 1.03546 3.97762
C -6.43157 0.84768 2.62219
C -5.17436 -0.01686 2.59107
F -4.17794 0.51888 3.32306
F -4.72064 -0.10629 1.30184
F -6.17683 2.05031 2.06858
F -7.32636 0.20761 1.80666
O -6.88093 2.24019 4.66822
C -5.82971 2.36536 5.54000
C -4.86813 3.46847 5.09092
F -4.35125 3.16930 3.88106
F -3.85496 3.55236 5.97738
F -5.18908 1.19751 5.73097
F -6.33508 2.74184 6.73100
H -8.19241 1.08648 3.73457
H -7.01084 0.16257 4.61937
H -5.37602 -1.02538 2.94325
H -5.38881 4.42587 5.03379
C 4.04959 -6.58372 -2.38535
C 2.87354 -7.10470 -1.53966
C 1.66460 -7.69136 -2.27304
F 1.05545 -6.76067 -3.03987
F 0.76341 -8.11335 -1.35368
F 2.45729 -6.13580 -0.68847
F 3.36524 -8.12206 -0.78570
O 4.11818 -5.18402 -2.59233
C 3.48967 -4.57377 -3.64211
C 2.44655 -3.57776 -3.12688
F 1.51057 -4.23737 -2.39253
F 1.80832 -2.98173 -4.15071
F 2.94077 -5.45993 -4.49201
F 4.42441 -3.89052 -4.33519
H 4.93538 -6.80522 -1.79310
H 4.15957 -7.14190 -3.31467
H 1.95776 -8.54073 -2.89439
H 2.90102 -2.80934 -2.50272
C 6.22916 0.15616 -3.86168
C 4.78990 -0.33097 -4.10647
C 4.43175 -0.73738 -5.53985
F 4.52598 0.31637 -6.36909
F 3.15552 -1.18879 -5.58745
F 3.91168 0.58238 -3.63868
F 4.63698 -1.45354 -3.33476
O 6.43567 1.55108 -3.78776
C 6.70722 2.30450 -4.90273
C 5.63773 3.37925 -5.11421
F 4.43148 2.80447 -5.30120
F 5.94591 4.09280 -6.21521
F 6.87323 1.54476 -5.99788
F 7.87214 2.94541 -4.68125
H 6.47202 -0.19685 -2.86053
H 6.93802 -0.32830 -4.53307
H 5.08828 -1.53794 -5.89173
H 5.58967 4.04124 -4.24765
*
```

F_max: 0.0416 Eh/bohr
HOMO-LUMO gap: 7.620 eV
M: 1436.43 g mol⁻¹
Highest occupied orbital energy: -12.67 eV

***

No. 7
This record from the OMol25 dataset describes 2 unconnected molecules or ions with the total composition CH4N2OS at a distorted geometry. The level of theory is ωB97M-V/def2-TZVPD.

ORCA input file:
```
! wB97M-V def2-TZVPD RIJCOSX def2/J DEFGRID3
* xyz 0 1
C 2.11804 -0.00096 -0.03681
N 1.47047 0.94198 -0.41913
N -0.78783 -0.51697 -0.61508
O 3.01479 -0.62299 0.35406
S -2.06360 -0.12784 0.26992
H -1.95921 -1.20872 1.13705
H 0.49896 0.79794 -0.43332
H -0.92381 -0.04195 -1.52396
H -1.36780 0.77950 1.26726
*
```

F_max: 0.0626 Eh/bohr
HOMO-LUMO gap: 9.370 eV
M: 92.12 g mol⁻¹
Highest occupied orbital energy: -9.28 eV

***

No. 8
This record from the OMol25 dataset describes a single C4H8O3 molecule. The level of theory is ωB97M-V/def2-TZVPD.

ORCA input file:
```
! wB97M-V def2-TZVPD RIJCOSX def2/J DEFGRID3
* xyz 0 1
C 2.30557 -0.05518 0.31927
O 1.03290 0.30466 0.87063
C 0.08484 -0.51227 0.44537
O 0.32658 -1.57003 -0.11297
C -1.33353 0.00612 0.43884
C -1.25845 0.97475 -0.76616
O -2.14398 -1.10773 0.21185
H 2.50285 -1.11305 0.48009
H 3.02472 0.58359 0.81612
H 2.26934 0.13122 -0.75633
H -1.64938 0.54122 1.34308
H -0.73517 1.89332 -0.48124
H -2.25636 1.20106 -1.14137
H -0.68852 0.48985 -1.56775
H -1.48141 -1.76754 -0.09942
*
```

F_max: 0.0146 Eh/bohr
SMILES: COC(=O)[C@@H](C)O
HOMO-LUMO gap: 11.184 eV
M: 104.10 g mol⁻¹
Highest occupied orbital energy: -10.35 eV